Version 1
Below is an isolated ion of composition C2H8NS and charge +1, with properties calculated with ωB97M-V/def2-TZVPD.

Positions of all 12 atoms, in Å:
N: 0.78 -0.90 -1.03
C: 0.52 0.30 0.02
C: -0.91 0.37 0.31
S: -1.25 0.61 2.18
H: 1.62 -0.76 -1.60
H: 0.72 -1.85 -0.67
H: 0.01 -0.91 -1.70
H: 1.10 1.10 -0.47
H: 1.14 -0.10 0.81
H: -1.71 0.90 -0.21
H: -1.36 -0.62 0.18
H: -0.68 1.86 2.18

Computed properties:
charge: +1
SMILES string: [NH3+]CCS
Kohn-Sham gap: 9.27 eV
LUMO energy: -4.020 eV

For reference, the Löwdin charges in units of e are: number 1, N, carries 0.176; number 2, C, carries -0.171; number 3, C, carries -0.512; number 4, S, carries 0.719; number 5, H, carries 0.164; number 6, H, carries 0.168; number 7, H, carries 0.160; number 8, H, carries 0.138; number 9, H, carries 0.116; number 10, H, carries 0.086; number 11, H, carries 0.069; number 12, H, carries -0.114

Version 2
Below is an isolated ion of composition C2H8NS and charge +1, with properties calculated with ωB97M-V/def2-TZVPD.

Positions of all 12 atoms, in Å:
N: -0.92 0.16 1.29
C: -0.22 -0.59 0.14
C: 0.50 0.46 -0.71
S: 2.08 -0.20 -1.38
H: -1.61 -0.36 1.83
H: -1.38 1.00 0.94
H: -0.15 0.40 1.91
H: 0.38 -1.34 0.67
H: -1.02 -1.05 -0.42
H: 0.78 1.35 -0.13
H: -0.13 0.77 -1.54
H: 1.69 -0.59 -2.58

Computed properties:
charge: +1
SMILES string: [NH3+]CCS
Kohn-Sham gap: 9.25 eV
LUMO energy: -4.001 eV

For reference, the Löwdin charges in units of e are: number 1, N, carries 0.179; number 2, C, carries -0.186; number 3, C, carries -0.534; number 4, S, carries 0.759; number 5, H, carries 0.172; number 6, H, carries 0.168; number 7, H, carries 0.169; number 8, H, carries 0.126; number 9, H, carries 0.126; number 10, H, carries 0.077; number 11, H, carries 0.083; number 12, H, carries -0.140

Version 3
Below is a 2-piece molecular cluster, C2H8NS overall, with properties calculated with ωB97M-V/def2-TZVPD.

Positions of all 12 atoms, in Å:
C: -0.65 0.06 1.36
C: 0.63 0.77 -0.65
N: -0.28 -0.23 0.01
S: 2.23 0.15 -0.85
H: -1.35 0.94 1.62
H: -1.33 -0.77 1.87
H: 0.24 0.34 1.87
H: -0.10 1.17 -2.36
H: 0.61 1.75 -0.34
H: -1.18 -0.50 -0.56
H: 0.31 -1.13 0.10
H: 3.02 1.07 -0.15

Computed properties:
charge: +1
Kohn-Sham gap (spin up / spin down): 8.92 / 8.92 eV
LUMO energy (spin up / spin down): -5.017 / -5.018 eV

For reference, the Löwdin charges in units of e are: number 1, C, carries -0.079; number 2, C, carries -0.588; number 3, N, carries -0.124; number 4, S, carries 0.785; number 5, H, carries 0.135; number 6, H, carries 0.156; number 7, H, carries 0.089; number 8, H, carries 0.259; number 9, H, carries 0.024; number 10, H, carries 0.224; number 11, H, carries 0.172; number 12, H, carries -0.052

Order of stability, best first: version 2, version 1, version 3

Version 1
Below is a 2-piece molecular cluster, C5H9N overall, with properties calculated with ωB97M-V/def2-TZVPD.

Positions of all 15 atoms, in Å:
C: 1.42 1.33 0.15
C: 1.18 0.01 0.05
C: -1.18 -0.41 0.06
C: 1.88 -1.23 -0.03
C: -1.87 0.92 -0.05
N: -1.76 -1.48 -0.01
H: 2.46 1.81 0.14
H: 0.51 1.84 0.02
H: 1.32 -1.75 -0.83
H: 2.94 -1.10 -0.25
H: 1.89 -1.87 1.00
H: -1.45 1.60 -0.86
H: -2.85 0.66 -0.23
H: -1.72 1.34 0.88
H: -2.77 -1.66 -0.04

Computed properties:
charge: 0
Kohn-Sham gap (spin up / spin down): 8.50 / 8.50 eV
LUMO energy (spin up / spin down): 0.646 / 0.646 eV

For reference, the Löwdin charges in units of e are: number 1, C, carries -0.019; number 2, C, carries -0.198; number 3, C, carries -0.236; number 4, C, carries -0.157; number 5, C, carries -0.094; number 6, N, carries 0.089; number 7, H, carries 0.090; number 8, H, carries -0.008; number 9, H, carries 0.078; number 10, H, carries 0.067; number 11, H, carries 0.136; number 12, H, carries 0.106; number 13, H, carries 0.034; number 14, H, carries 0.045; number 15, H, carries 0.066

Version 2
Below is a 2-piece molecular cluster, C5H9N overall, with properties calculated with ωB97M-V/def2-TZVPD.

Positions of all 15 atoms, in Å:
C: -0.62 -0.35 -1.74
N: 0.52 0.17 -1.59
C: -0.30 0.59 -2.78
H: -1.17 -1.21 -1.38
H: -0.79 1.54 -2.68
H: 0.09 0.41 -3.79
C: 0.98 -1.27 1.77
C: 0.74 -0.02 1.38
C: -0.58 0.67 1.55
H: 1.95 -1.72 1.60
H: 0.24 -1.91 2.25
H: 1.54 0.58 0.95
H: -1.36 0.02 1.95
H: -0.55 1.58 2.18
H: -0.90 0.97 0.53

Computed properties:
charge: 0
SMILES string: C1=NC1.C=CC
Kohn-Sham gap: 10.48 eV
LUMO energy: 1.086 eV

For reference, the Löwdin charges in units of e are: number 1, C, carries -0.155; number 2, N, carries 0.107; number 3, C, carries -0.166; number 4, H, carries 0.110; number 5, H, carries 0.067; number 6, H, carries 0.084; number 7, C, carries -0.027; number 8, C, carries -0.277; number 9, C, carries -0.125; number 10, H, carries 0.046; number 11, H, carries 0.053; number 12, H, carries 0.090; number 13, H, carries 0.073; number 14, H, carries 0.075; number 15, H, carries 0.046

Order of stability, best first: version 2, version 1

Version 1
Below is a 2-piece molecular cluster, C6H15NO2 overall, with properties calculated with ωB97M-V/def2-TZVPD.

Positions of all 24 atoms, in Å:
C: 0.45 2.11 1.35
C: 0.18 0.69 0.86
C: -1.01 0.06 1.55
O: 1.37 -0.02 0.88
C: -0.25 0.83 -0.88
N: 0.80 1.27 -1.76
H: -0.43 2.74 1.24
H: 1.27 2.56 0.79
H: 0.74 2.08 2.40
H: -0.82 -0.03 2.62
H: -1.21 -0.94 1.15
H: -1.91 0.66 1.40
H: 1.30 -0.84 1.40
H: -0.92 0.13 -1.38
H: -0.94 1.66 -0.76
H: 1.50 0.55 -1.87
H: 1.28 2.09 -1.40
C: 0.43 -2.17 -0.94
C: -0.98 -2.49 -1.23
O: -1.62 -2.03 -2.16
H: 1.01 -2.08 -1.86
H: 0.35 -0.91 -0.70
H: 0.89 -2.94 -0.32
H: -1.51 -2.99 -0.40

Computed properties:
charge: 0
SMILES string: CC(C)(O)CN.CC=O
Kohn-Sham gap: 9.40 eV
LUMO energy: 0.707 eV

For reference, the Löwdin charges in units of e are: number 1, C, carries -0.042; number 2, C, carries -0.573; number 3, C, carries -0.027; number 4, O, carries -0.053; number 5, C, carries -0.229; number 6, N, carries 0.017; number 7, H, carries 0.085; number 8, H, carries 0.078; number 9, H, carries 0.089; number 10, H, carries 0.090; number 11, H, carries 0.068; number 12, H, carries 0.093; number 13, H, carries 0.111; number 14, H, carries 0.087; number 15, H, carries 0.099; number 16, H, carries 0.065; number 17, H, carries 0.064; number 18, C, carries -0.068; number 19, C, carries -0.362; number 20, O, carries 0.022; number 21, H, carries 0.083; number 22, H, carries 0.112; number 23, H, carries 0.079; number 24, H, carries 0.113

Version 2
Below is a 2-piece molecular cluster, C6H15NO2 overall, with properties calculated with ωB97M-V/def2-TZVPD.

Positions of all 24 atoms, in Å:
C: 1.81 0.27 -1.77
N: 0.71 -0.04 -0.89
C: -0.05 -1.12 -1.04
C: 0.23 -2.09 -2.17
O: -1.02 -1.34 -0.27
H: 1.50 0.36 -2.81
H: 2.23 1.23 -1.46
H: 2.61 -0.48 -1.72
H: 0.62 0.55 0.15
H: 0.09 -1.59 -3.13
H: 1.26 -2.44 -2.13
H: -0.45 -2.93 -2.09
C: -2.17 0.90 0.89
C: -1.16 1.73 1.54
O: 0.38 1.13 1.38
C: 0.65 0.09 2.30
H: -3.05 0.73 1.51
H: -2.45 1.27 -0.09
H: -1.70 -0.20 0.48
H: -1.00 2.70 1.08
H: -1.23 1.82 2.62
H: 0.57 0.46 3.33
H: 1.67 -0.26 2.13
H: -0.04 -0.75 2.16

Computed properties:
charge: 0
SMILES string: CNC(C)=O.CCOC
Kohn-Sham gap: 9.62 eV
LUMO energy: 0.916 eV

For reference, the Löwdin charges in units of e are: number 1, C, carries -0.099; number 2, N, carries 0.002; number 3, C, carries -0.522; number 4, C, carries -0.003; number 5, O, carries -0.056; number 6, H, carries 0.080; number 7, H, carries 0.080; number 8, H, carries 0.080; number 9, H, carries 0.117; number 10, H, carries 0.083; number 11, H, carries 0.079; number 12, H, carries 0.081; number 13, C, carries -0.127; number 14, C, carries -0.121; number 15, O, carries -0.264; number 16, C, carries -0.119; number 17, H, carries 0.069; number 18, H, carries 0.069; number 19, H, carries 0.094; number 20, H, carries 0.107; number 21, H, carries 0.105; number 22, H, carries 0.086; number 23, H, carries 0.092; number 24, H, carries 0.088

Version 3
Below is a 3-piece molecular cluster, C6H15NO2 overall, with properties calculated with ωB97M-V/def2-TZVPD.

Positions of all 24 atoms, in Å:
C: 1.19 -1.48 0.86
C: 1.37 -0.14 0.82
C: 1.93 0.55 -0.40
N: 1.47 1.91 -0.61
O: 3.33 0.56 -0.28
H: 1.28 -2.08 -0.03
H: 1.11 -2.01 1.80
H: 1.58 0.39 1.75
H: 1.64 -0.02 -1.30
H: 1.60 2.45 0.24
H: 0.48 1.93 -0.86
H: 3.66 1.20 -0.92
C: -1.89 -1.74 0.04
C: -1.88 -1.55 -1.27
H: -0.94 -1.84 0.59
H: -2.82 -1.93 0.57
H: -2.78 -1.54 -1.87
H: -0.95 -1.43 -1.81
C: -1.57 1.18 0.80
O: -1.57 1.45 -0.57
H: -0.61 0.49 1.06
H: -2.56 0.89 1.15
H: -1.31 2.11 1.30
H: -1.78 0.63 -1.04

Computed properties:
charge: 0
SMILES string: C=C[C@@H](N)O.C=C.CO
Kohn-Sham gap: 10.23 eV
LUMO energy: 0.988 eV

For reference, the Löwdin charges in units of e are: number 1, C, carries -0.008; number 2, C, carries -0.150; number 3, C, carries -0.499; number 4, N, carries 0.068; number 5, O, carries -0.024; number 6, H, carries 0.075; number 7, H, carries 0.068; number 8, H, carries 0.116; number 9, H, carries 0.141; number 10, H, carries 0.082; number 11, H, carries 0.049; number 12, H, carries 0.093; number 13, C, carries -0.070; number 14, C, carries -0.081; number 15, H, carries 0.025; number 16, H, carries 0.063; number 17, H, carries 0.059; number 18, H, carries 0.057; number 19, C, carries -0.189; number 20, O, carries -0.149; number 21, H, carries 0.083; number 22, H, carries 0.080; number 23, H, carries 0.075; number 24, H, carries 0.036

Order of stability, best first: version 2, version 1, version 3